1.
C19H22CdN6OSSe | the ωB97M-V functional and the def2-TZVPD basis

```
51
C19H22CdN6OSSe | OMol25 | the ωB97M-V functional and the def2-TZVPD basis
Cd -0.4038 -0.1381 -0.0312
C 4.3443 1.6296 -2.2628
C 2.9710 2.1802 -2.1981
N 2.5446 3.2677 -2.7408
N 1.2217 3.3382 -2.4021
C 0.7983 2.3258 -1.6613
S -0.7625 2.0940 -1.0398
N 1.9163 1.5641 -1.5174
N 1.9617 0.3830 -0.7752
H 4.9642 2.3057 -2.8449
H 4.3544 0.6523 -2.7496
H 4.7791 1.5312 -1.2667
H 0.6699 4.1237 -2.7147
H 2.4878 0.5456 0.0816
H 2.4460 -0.3266 -1.3180
C -1.2052 0.0628 8.6167
C -1.2037 -0.0047 7.1220
C -0.0313 0.2041 6.3920
C -0.0079 0.1475 5.0179
C 1.2990 0.3888 4.3149
C -1.2250 -0.1344 4.3229
C -1.2779 -0.2060 2.9099
O -0.3078 -0.0451 2.1234
C -2.4306 -0.3507 5.0570
C -3.7856 -0.6549 4.4563
C -2.3828 -0.2787 6.4335
H -0.2183 0.2852 9.0155
H -1.5452 -0.8856 9.0366
H -1.9011 0.8305 8.9595
H 0.8882 0.4183 6.9234
H 2.0804 0.5911 5.0440
H 1.2291 1.2398 3.6365
H 1.5948 -0.4771 3.7216
H -2.2535 -0.4216 2.4741
H -3.8201 -0.7392 3.3752
H -4.4908 0.1248 4.7462
H -4.1594 -1.5927 4.8679
H -3.2949 -0.4413 6.9980
Se -0.5995 -3.5550 -1.3441
N -1.2883 -1.9794 -0.8200
C -2.6183 -2.0812 -0.8794
C -3.5575 -1.0592 -0.5681
C -4.8803 -1.3420 -0.6884
C -5.3541 -2.6272 -1.1115
C -4.4979 -3.6263 -1.4239
C -3.0949 -3.3751 -1.3178
N -2.1591 -4.2668 -1.5925
H -3.2295 -0.0692 -0.2728
H -5.6088 -0.5717 -0.4676
H -6.4211 -2.7896 -1.1850
H -4.8368 -4.6002 -1.7497
```

Computed properties:
Strongest force on any atom: 0.009 hartree/bohr
Frontier orbital gap: 7.409 eV
DFT total energy: -111779.670 eV
Total charge: +2
HOMO energy: -14.09 eV

Atomic partial charges in e from the Löwdin method, atoms 1 to 2: number 1, Cd, carries 1.215; number 2, C, carries 0.018

2.
C19H22Cl2N2O3 | the ωB97M-V functional and the def2-TZVPD basis

```
48
C19H22Cl2N2O3 | OMol25 | the ωB97M-V functional and the def2-TZVPD basis
C -1.6340 -0.5970 4.4994
C -1.9288 0.2610 3.2707
C -3.4354 0.3261 3.0150
C -1.3557 1.6695 3.4539
N -1.2723 -0.3876 2.1324
C -1.2986 0.0562 0.8675
O -1.9264 1.0215 0.4763
C -0.3464 -0.7598 -0.0315
C -0.7251 -0.9548 -1.4783
C -0.1584 -2.0378 -2.1448
C -0.4043 -2.2557 -3.4857
C -1.2332 -1.3818 -4.1710
Cl -1.5355 -1.6366 -5.8544
C -1.8220 -0.3106 -3.5226
C -1.5631 -0.0985 -2.1795
N 0.9633 -0.0976 0.0715
C 1.1377 1.1401 -0.6706
C 2.0269 1.0207 -1.8669
C 3.1385 1.7234 -2.2312
C 3.5454 1.1984 -3.4816
C 2.6519 0.2184 -3.7796
O 1.7285 0.1082 -2.8131
C 1.8226 -0.5820 0.9903
O 1.5003 -1.4538 1.7827
C 3.2419 -0.0468 0.9750
Cl 4.1058 -0.8544 -0.3650
H -2.0931 -0.1577 5.3807
H -2.0326 -1.6002 4.3668
H -0.5612 -0.6670 4.6676
H -3.6345 0.9134 2.1237
H -3.9374 0.7870 3.8610
H -3.8361 -0.6744 2.8702
H -1.8189 2.1556 4.3078
H -1.5491 2.2636 2.5651
H -0.2809 1.6203 3.6186
H -0.5914 -1.0996 2.3640
H -0.2110 -1.7500 0.4176
H 0.4956 -2.7112 -1.6102
H 0.0445 -3.0920 -3.9984
H -2.4724 0.3585 -4.0638
H -2.0331 0.7302 -1.6736
H 1.5354 1.9206 -0.0154
H 0.1383 1.4508 -0.9889
H 3.6104 2.5137 -1.6835
H 4.3868 1.5080 -4.0661
H 2.5663 -0.4480 -4.6143
H 3.7388 -0.3362 1.9004
H 3.3119 1.0258 0.8117
```

Computed properties:
Strongest force on any atom: 0.019 hartree/bohr
SMILES: CC(C)(C)NC(=O)[C@@H](c1ccc(Cl)cc1)N(Cc1ccco1)C(=O)CCl
Frontier orbital gap: 9.306 eV
DFT total energy: -54228.501 eV
HOMO energy: -8.74 eV
Energy relative to the best compared isomer or geometry (same formula, charge and spin): 138.36 kJ/mol

Atomic partial charges in e from the Löwdin method, atoms 1 to 2: number 1, C, carries -0.037; number 2, C, carries -0.584

3.
C19H22Cl2N4O2S | the ωB97M-V functional and the def2-TZVPD basis

```
50
C19H22Cl2N4O2S | OMol25 | the ωB97M-V functional and the def2-TZVPD basis
C 3.0027 -0.9897 -2.5746
N 1.6363 -0.5419 -2.4427
C 1.0289 0.4356 -1.5873
N 1.7376 1.0668 -0.6176
C 2.3334 0.2561 0.4816
C 1.3590 0.3404 1.6560
C 0.9255 1.8228 2.1392
C 0.4255 2.5855 0.9119
C 1.4428 2.5050 -0.2554
C 2.1040 2.5457 2.7675
O 2.2426 2.1247 4.0913
C 1.0442 1.5039 4.5809
C 0.0182 1.6839 3.4365
N -0.9500 2.7499 3.5903
N -0.2436 0.6608 -1.6197
C -1.1694 0.0759 -2.3828
C -0.6775 -0.9189 -3.2762
S -1.9177 -1.8712 -4.2214
C -2.7754 -2.7486 -2.9489
C -4.1700 -2.7275 -2.9610
C -4.8734 -3.1747 -1.7814
C -4.3327 -3.6756 -0.6721
C -2.8879 -3.7512 -0.7049
Cl -1.9328 -4.4561 0.5199
C -2.1164 -3.2883 -1.7996
Cl -0.4494 -3.5220 -1.7139
C 0.8032 -1.1235 -3.4218
O 1.2055 -1.8522 -4.3237
H 3.1741 -2.0402 -2.8191
H 3.6406 -0.6949 -1.7951
H 3.3971 -0.5305 -3.4610
H 2.5340 -0.7358 0.1402
H 3.3066 0.5796 0.7300
H 0.4109 -0.2027 1.4169
H 1.7264 -0.2304 2.5122
H -0.6163 2.3713 0.6942
H 0.4564 3.6174 1.1354
H 2.4009 3.0084 0.1838
H 1.1361 3.0912 -1.1376
H 1.8988 3.6498 2.7534
H 3.0547 2.4168 2.2592
H 0.7546 2.0658 5.4956
H 1.2738 0.4917 4.8963
H -0.4746 0.7316 3.4415
H -0.9311 3.3425 2.8338
H -1.9260 2.4024 3.5737
H -2.2365 0.4199 -2.3034
H -4.8394 -2.3046 -3.7035
H -5.9490 -3.1458 -1.8000
H -5.0055 -4.0192 0.0833
```

Computed properties:
Strongest force on any atom: 0.075 hartree/bohr
SMILES: Cn1c(N2CCC3(CC2)COC[C@H]3N)ncc(Sc2cccc(Cl)c2Cl)c1=O
Frontier orbital gap: 8.258 eV
DFT total energy: -65993.170 eV
HOMO energy: -8.10 eV

Atomic partial charges in e from the Löwdin method, atoms 1 to 2: number 1, C, carries -0.023; number 2, N, carries 0.054

4.
C19H22Cl2N5OSe4W | the ωB97M-V functional and the def2-TZVPD basis

```
54
C19H22Cl2N5OSe4W | OMol25 | the ωB97M-V functional and the def2-TZVPD basis
W 0.5133 2.0433 -1.5168
C -4.8504 -3.3174 4.2413
Se -3.2435 -2.3748 4.9895
C -2.0761 -3.8504 5.6018
C -0.7632 -3.3387 5.1251
Se -0.8629 -3.0518 3.1711
C -0.6836 -4.8600 2.6162
H -4.5940 -4.0782 3.4873
H -5.5088 -2.6143 3.7911
H -5.3374 -3.6593 5.1669
H -2.2383 -4.8384 5.2873
H -2.1107 -3.9774 6.7244
H 0.0483 -4.0513 5.3525
H -0.4598 -2.4094 5.5892
H -0.1181 -5.4032 3.3668
H -0.3304 -4.9365 1.5644
H -1.7391 -5.2688 2.5652
Se 1.9693 2.0814 -3.4882
Se -1.7482 1.9456 -0.4704
C -1.8797 3.4439 -1.6932
C -2.8412 4.4761 -1.8388
C -2.5476 5.4417 -2.7323
C -1.4224 5.3985 -3.5633
C -0.4742 4.3870 -3.3378
N -0.7331 3.4815 -2.3537
C 1.0617 0.4391 -3.7228
C 1.2920 -0.4790 -4.7265
C 0.2741 -1.4553 -4.7548
C -0.7688 -1.4732 -3.8912
C -0.8825 -0.5276 -2.9206
N 0.0076 0.4647 -2.8645
H -3.7837 4.4337 -1.3217
H -3.3943 6.1862 -2.7996
H -1.1616 5.9623 -4.4601
H 0.3968 4.3041 -3.8755
H 2.0788 -0.5147 -5.4635
H 0.2712 -2.2160 -5.5143
H -1.5706 -2.2240 -3.8464
H -1.6270 -0.5972 -2.1874
Cl 4.9648 0.1546 -1.2756
C 5.4202 -1.5554 -1.5764
Cl 4.0107 -2.4940 -2.1440
H 5.7450 -1.9084 -0.5750
H 6.2587 -1.5407 -2.2506
N 2.5678 4.0559 1.5008
C 2.4010 2.9478 0.8359
O 1.5850 3.0798 -0.2571
C 2.7366 1.6453 1.2432
C 3.6150 1.3706 2.2870
N 4.2227 1.2101 3.2579
C 1.9271 0.8154 0.4494
N 1.2648 0.3189 -0.3725
H 2.1382 4.9233 1.1294
H 2.9803 4.0047 2.4509
```

Computed properties:
Strongest force on any atom: 0.083 hartree/bohr
Expectation value of S²: 2.016
Frontier orbital gap (alpha / beta): 5.850 / 6.190 eV
Multiplicity: 3
DFT total energy: -317785.568 eV
Total charge: +3
HOMO energy (alpha / beta): -16.21 / -16.26 eV
Energy relative to the best compared isomer or geometry (same formula, charge and spin): 0.00 kJ/mol

Atomic partial charges in e from the Löwdin method, atoms 1 to 2: number 1, W, carries 1.298; number 2, C, carries -0.284

- Which value of strongest force on any atom does entry 1 give?
  0.009 hartree/bohr